i) An isolated molecule of C6H6N2S, computed with wB97M-V/def2-TZVPD.

Positions of all 15 atoms, in Å:
C -0.340 2.215 -0.576
C 0.049 0.995 0.139
C 0.116 2.125 -1.879
C 0.945 -1.783 -0.004
C -0.320 -1.673 0.731
C 0.821 0.276 -0.918
N 0.804 0.925 -2.049
N 1.384 -0.861 -0.747
S -1.361 -0.246 0.350
H -0.903 3.078 -0.159
H 0.378 1.181 1.193
H -0.171 2.715 -2.726
H 1.643 -2.569 0.181
H -1.055 -2.438 0.445
H -0.179 -1.673 1.875

Output
* SMILES: C1=C[C@H]2SCC=NC2=N1
* highest occupied orbital energy: -8.3 eV
* gap between HOMO and LUMO: 8.0360 eV

---

ii) An isolated molecule of C6H6N2S, computed with wB97M-V/def2-TZVPD.

Positions of all 15 atoms, in Å:
C 0.875 -1.335 0.022
C 0.717 0.043 0.019
C -0.781 0.165 0.013
C -2.589 -1.242 -0.007
C -3.207 -0.047 -0.006
C 1.718 1.137 0.009
N -0.268 -2.023 0.016
N -1.228 -1.116 0.005
S -2.082 1.287 0.015
H 1.798 -1.883 0.026
H -3.028 -2.223 -0.015
H -4.259 0.152 -0.032
H 1.653 1.716 -0.912
H 1.565 1.818 0.846
H 2.719 0.712 0.081

Output
* SMILES: Cc1cnn2ccsc12
* highest occupied orbital energy: -7.9 eV
* gap between HOMO and LUMO: 8.5745 eV

---

Here are the energies relative to the best structure, in eV: i) 1.092; ii) 0.000.

---

i) A cluster of 2 separate species, CH5IN2 in total, computed with wB97M-V/def2-TZVPD.

Positions of all 9 atoms, in Å:
C 0.771 1.340 -0.218
N -0.737 -1.468 -0.006
N -1.061 -0.222 -0.333
I 2.359 0.043 0.169
H 0.795 2.195 -0.937
H 0.088 1.456 0.682
H -0.564 -2.085 -0.720
H -0.259 -1.557 0.862
H -1.392 0.298 0.501

Output
* highest occupied orbital energy (alpha / beta): -7.9 / -7.9 eV
* gap between HOMO and LUMO (alpha / beta): 8.1859 / 8.3671 eV

---

ii) A cluster of 2 separate species, CH5IN2 in total, computed with wB97M-V/def2-TZVPD.

Positions of all 9 atoms, in Å:
C 0.763 1.175 -0.001
N -0.520 -1.400 -0.006
N -0.953 -0.145 -0.115
I 2.450 -0.086 -0.011
H 0.645 1.568 -1.015
H 0.722 1.749 1.035
H -0.487 -1.814 -0.997
H 0.022 -1.607 0.829
H -1.446 0.277 0.768

Output
* highest occupied orbital energy: -8.1 eV
* gap between HOMO and LUMO: 8.6168 eV

---

Here are the energies relative to the best structure, in eV: i) 0.308; ii) 0.000.

---

i) An isolated molecule of HNO4S, computed with wB97M-V/def2-TZVPD.

Positions of all 7 atoms, in Å:
N -1.669 0.780 -0.100
O 1.908 -0.041 -0.990
O 1.064 0.462 1.273
O -0.518 0.779 -0.495
O 0.355 -1.525 0.104
S 1.043 -0.271 0.063
H -2.183 -0.185 0.144

Output
* highest occupied orbital energy (alpha / beta): -11.5 / -11.5 eV
* gap between HOMO and LUMO (alpha / beta): 8.7487 / 8.7512 eV

---

ii) A cluster of 2 separate species, HNO4S in total, computed with wB97M-V/def2-TZVPD.

Positions of all 7 atoms, in Å:
N -0.462 -1.614 -0.085
O -1.462 -2.220 -0.125
O -1.681 1.320 -0.721
O 1.674 0.622 0.661
O 0.724 1.180 -0.208
S -0.833 0.829 0.320
H 2.040 -0.119 0.159

Output
* highest occupied orbital energy (alpha / beta): -8.4 / -9.1 eV
* gap between HOMO and LUMO (alpha / beta): 7.7828 / 8.0735 eV

---

Here are the energies relative to the best structure, in eV: i) 0.000; ii) 1.916.

---

i) A structure of composition CH2N4OS, computed with wB97M-V/def2-TZVPD.

Positions of all 9 atoms, in Å:
C -0.161 0.088 -1.031
H -2.190 0.255 0.645
H 1.221 0.186 1.751
N -0.206 -0.071 0.359
N 0.979 -0.480 0.792
N 1.863 -0.152 -0.266
N 1.205 0.039 -1.351
O -1.264 -0.430 1.098
S -1.448 0.566 -1.997

Output
* highest occupied orbital energy: -8.8 eV
* gap between HOMO and LUMO: 7.8188 eV

---

ii) A cluster of 2 separate species, CH2N4OS in total, computed with wB97M-V/def2-TZVPD.

Positions of all 9 atoms, in Å:
C 0.763 -0.654 0.019
H 1.420 1.866 0.623
H -2.222 0.490 -0.332
N -0.114 0.430 -0.021
N -1.315 -0.118 -0.192
N -1.262 -1.385 -0.053
N -0.082 -1.794 0.113
O 0.244 1.742 -0.032
S 2.568 -0.578 -0.126

Output
* highest occupied orbital energy: -8.4 eV
* gap between HOMO and LUMO: 7.6883 eV

---

Here are the energies relative to the best structure, in eV: i) 0.000; ii) 0.657.

---

i) An isolated molecule of C3H2ClNOS, computed with wB97M-V/def2-TZVPD.

Positions of all 9 atoms, in Å:
C -1.065 0.108 0.042
C -0.563 1.386 -0.166
C 0.971 -0.205 0.262
H -2.511 -1.702 -0.302
H -1.012 2.403 -0.177
N -0.026 -0.900 0.085
O 0.780 1.227 0.137
S -2.810 -0.333 -0.022
Cl 2.728 -0.390 -0.099

Output
* SMILES: Sc1coc(Cl)n1
* highest occupied orbital energy: -8.8 eV
* gap between HOMO and LUMO: 9.1961 eV

---

ii) An isolated molecule of C3H2ClNOS, computed with wB97M-V/def2-TZVPD.

Positions of all 9 atoms, in Å:
C 0.550 -0.314 0.001
C -0.213 1.686 0.002
C -0.800 -0.326 -0.001
H 0.948 -2.546 0.019
H -0.124 2.767 -0.007
N -1.285 0.964 -0.004
O 0.939 0.989 -0.004
S 1.813 -1.529 -0.003
Cl -1.828 -1.691 -0.003

Output
* SMILES: Sc1ocnc1Cl
* highest occupied orbital energy: -8.7 eV
* gap between HOMO and LUMO: 9.3216 eV

---

Here are the energies relative to the best structure, in eV: i) 1.291; ii) 0.000.

---

i) An isolated molecule of C9H10N2S, computed with wB97M-V/def2-TZVPD.

Positions of all 22 atoms, in Å:
C -0.449 3.176 -1.555
C -0.424 0.520 -0.835
C 0.904 0.326 0.998
C 1.788 1.066 1.995
C 0.569 -1.017 1.126
C -0.200 -1.671 0.171
C -0.591 -3.111 0.219
C -0.711 -0.819 -0.871
C -1.586 -1.462 -1.817
H 0.621 3.227 -1.692
H -0.906 3.896 -2.211
H -0.664 3.345 -0.472
H 1.382 0.996 3.025
H 2.795 0.692 2.118
H 1.825 2.170 1.912
H 0.999 -1.629 1.964
H -1.719 -3.190 0.299
H -0.399 -3.548 -0.770
H -0.082 -3.638 1.008
N 0.363 1.039 0.090
N -2.413 -1.897 -2.527
S -1.100 1.530 -2.175

Output
* SMILES: CSc1nc(C)cc(C)c1C#N
* highest occupied orbital energy: -8.7 eV
* gap between HOMO and LUMO: 8.9504 eV

---

ii) An isolated molecule of C9H10N2S, computed with wB97M-V/def2-TZVPD.

Positions of all 22 atoms, in Å:
C 1.385 2.366 2.631
C 1.751 2.731 1.296
C 0.752 1.169 2.452
C -0.570 -1.252 0.688
C -0.837 -2.250 -0.228
C 0.085 0.126 -1.388
C -0.023 -0.021 0.338
C -0.469 -2.129 -1.705
C -0.602 -0.711 -2.201
N 1.229 1.922 0.388
N 0.656 0.905 1.103
S -2.466 -0.047 -2.434
H 1.668 2.927 3.468
H 2.427 3.644 1.030
H 0.420 0.458 3.195
H -1.092 -1.320 1.627
H -1.085 -3.242 0.095
H 0.706 1.054 -1.474
H 0.572 -2.441 -1.902
H -1.082 -2.930 -2.289
H -0.323 -0.476 -3.370
H -3.100 -0.485 -1.318

Output
* SMILES: S[C@H]1C=C(n2cccn2)C=CC1
* highest occupied orbital energy (alpha / beta): -7.1 / -7.6 eV
* gap between HOMO and LUMO (alpha / beta): 6.8551 / 7.2088 eV

---

Here are the energies relative to the best structure, in eV: i) 0.000; ii) 4.932.

---

i) An isolated molecule of C6H10INO, computed with wB97M-V/def2-TZVPD.

Positions of all 19 atoms, in Å:
C 0.510 -0.498 -2.240
C -0.750 -0.039 -1.509
C 0.649 0.832 2.040
C -0.083 -1.390 1.136
C -0.719 0.677 -0.226
C 0.309 0.040 0.771
N -0.050 0.653 -2.571
O 1.354 -1.318 -2.513
I -0.384 1.710 -4.260
H -1.610 -0.661 -1.808
H -0.183 0.798 2.848
H 0.922 1.889 1.961
H 1.409 0.332 2.535
H -0.762 -1.540 1.963
H 0.786 -1.948 1.490
H -0.506 -1.832 0.319
H -0.658 1.692 -0.444
H -1.617 0.564 0.239
H 1.382 0.039 0.268

Output
* SMILES: CC(C)C[C@@H]1C(=O)N1I
* highest occupied orbital energy: -9.4 eV
* gap between HOMO and LUMO: 8.7248 eV

---

ii) A structure of composition C6H10INO, computed with wB97M-V/def2-TZVPD.

Positions of all 19 atoms, in Å:
C -0.912 -1.124 2.834
C -0.707 -0.311 1.806
C -0.678 0.620 0.463
C 0.821 1.188 0.281
O 1.745 0.174 -0.183
C 1.295 -0.161 -1.515
C -0.158 -0.808 -1.587
N -1.182 -0.244 -0.656
H -0.671 -1.899 3.615
H -1.416 1.486 0.573
H 0.891 2.145 -0.351
H 1.205 1.514 1.370
H 1.381 0.721 -2.239
H 2.020 -0.960 -1.899
H -0.031 -1.938 -1.516
H -0.539 -0.619 -2.651
H -1.915 0.239 -1.202
H -1.674 -1.053 -0.208
I 0.524 1.029 3.067

Output
* highest occupied orbital energy: -5.1 eV
* gap between HOMO and LUMO: 4.6029 eV

---

Here are the energies relative to the best structure, in eV: i) 0.000; ii) 6.481.

---

i) A structure of composition C3H5HgLiO4, computed with wB97M-V/def2-TZVPD.

Positions of all 14 atoms, in Å:
O -1.956 0.172 -2.760
C -1.376 0.216 -0.497
O -1.678 1.587 -0.390
O -2.222 -0.653 -0.088
O -0.016 0.183 -0.191
C 0.452 -0.781 0.748
C 1.980 -0.677 0.868
H 0.002 -0.612 1.729
H 0.201 -1.795 0.424
H 2.279 0.240 1.375
H 2.378 -1.507 1.454
H 2.464 -0.695 -0.109
Hg -2.741 2.136 -2.564
Li 0.234 2.185 -0.001

Output
* spin multiplicity: 3
* highest occupied orbital energy (alpha / beta): -7.8 / -8.7 eV
* gap between HOMO and LUMO (alpha / beta): 6.7645 / 7.4536 eV

---

ii) A structure of composition C3H5HgLiO4, computed with wB97M-V/def2-TZVPD.

Positions of all 14 atoms, in Å:
Li 0.074 -0.999 -2.139
O -1.668 -0.541 -1.715
C -2.190 -0.168 -0.620
H -3.035 -0.737 -0.183
H -2.063 0.895 -0.333
C -0.116 -0.706 0.636
O 0.383 0.669 0.679
C 1.239 1.104 -0.205
O 1.315 0.667 -1.338
O 2.197 1.728 0.468
Hg 0.713 -0.178 3.521
H -0.567 -1.527 0.053
H 0.793 -1.331 0.514
H 2.925 1.125 0.663

Output
* spin multiplicity: 3
* highest occupied orbital energy (alpha / beta): -4.8 / -8.4 eV
* gap between HOMO and LUMO (alpha / beta): 4.2847 / 7.2271 eV

---

Here are the energies relative to the best structure, in eV: i) 0.000; ii) 2.154.